[1]
{
  "formula": "C7H14N2",
  "method": "wB97M-V/def2-TZVPD",
  "species": ["C", "C", "C", "C", "C", "C", "C", "N", "N", "H", "H", "H", "H", "H", "H", "H", "H", "H", "H", "H", "H", "H", "H"],
  "coordinates": [[2.798, 0.592, 0.013], [1.374, -1.383, 0.250], [-0.387, 0.324, 0.011], [-4.049, 1.426, -1.098], [3.475, -1.369, 1.194], [-1.952, 0.371, 0.069], [-2.726, 0.913, -1.007], [0.134, -0.866, 0.128], [2.485, -0.607, 0.429], [2.360, 1.027, -0.868], [1.491, -2.433, 0.421], [0.232, 1.184, 0.266], [-4.331, 0.857, -2.095], [-4.197, 2.499, -1.363], [-4.738, 1.159, -0.333], [3.278, -2.317, 1.631], [3.705, -0.707, 2.002], [4.393, -1.494, 0.655], [-2.293, -0.607, 0.135], [-2.222, 0.859, 1.109], [-2.104, 1.110, -1.946], [3.764, 1.078, 0.230], [-0.492, -1.618, 0.168]],
  "fmax_ev_per_a": 4.08,
  "energy_ev": -10444.01472,
  "total_charge": 2,
  "de_lowest_kcal_mol": 93.1,
  "orbital_gap_ev": [5.69, 5.66]
}

---

[2]
{
  "formula": "C10H24BClO17S4Si",
  "method": "wB97M-V/def2-TZVPD",
  "species": ["C", "C", "B", "O", "Si", "Cl", "H", "H", "H", "H", "H", "H", "H", "H", "O", "S", "O", "O", "C", "C", "O", "H", "H", "H", "H", "O", "S", "O", "O", "C", "C", "O", "H", "H", "H", "H", "O", "S", "O", "O", "C", "C", "O", "H", "H", "H", "H", "O", "S", "O", "O", "C", "C", "O", "H", "H", "H", "H"],
  "coordinates": [[5.299, 4.805, 2.182], [4.006, 5.709, 1.962], [2.825, 4.728, 1.527], [3.153, 3.699, 0.614], [0.950, 4.773, 2.155], [0.085, 6.688, 2.289], [5.933, 5.176, 3.014], [5.021, 3.761, 2.459], [5.905, 4.759, 1.255], [3.800, 6.311, 2.867], [4.251, 6.363, 1.093], [2.802, 2.882, 1.036], [0.155, 4.013, 1.164], [0.754, 4.101, 3.450], [1.245, -1.270, 2.113], [1.596, -0.314, 1.128], [1.635, 1.082, 1.401], [0.679, -0.561, -0.168], [1.518, -0.813, -1.304], [2.776, -1.440, -0.739], [3.013, -0.740, 0.485], [1.735, 0.143, -1.787], [1.011, -1.468, -2.010], [3.629, -1.341, -1.408], [2.622, -2.496, -0.503], [-2.167, 1.344, 0.965], [-2.316, -0.002, 0.540], [-1.200, -0.864, 0.349], [-3.216, -0.012, -0.795], [-4.384, -0.820, -0.589], [-4.667, -0.728, 0.895], [-3.377, -0.733, 1.514], [-4.146, -1.845, -0.885], [-5.214, -0.454, -1.189], [-5.269, -1.560, 1.256], [-5.162, 0.214, 1.146], [-6.598, -1.706, -2.303], [-7.497, -0.645, -2.023], [-7.246, 0.329, -1.021], [-8.953, -1.280, -1.773], [-9.890, -0.728, -2.704], [-9.065, -0.376, -3.925], [-7.829, 0.117, -3.399], [-10.333, 0.163, -2.255], [-10.674, -1.448, -2.928], [-9.544, 0.374, -4.550], [-8.848, -1.263, -4.526], [4.230, -4.621, -0.701], [5.562, -5.082, -0.529], [6.044, -6.264, -1.143], [5.867, -5.153, 1.051], [6.989, -4.325, 1.367], [6.971, -3.224, 0.326], [6.569, -3.875, -0.884], [7.894, -4.932, 1.287], [6.903, -3.937, 2.380], [7.942, -2.750, 0.203], [6.223, -2.464, 0.567]],
  "fmax_ev_per_a": 4.31,
  "energy_ev": -109980.66346,
  "smiles": "CCB(O)[SiH2]Cl.O=S1(=O)OCCO1.O=S1(=O)OCCO1.O=S1(=O)OCCO1.O=S1(=O)OCCO1",
  "orbital_gap_ev": 9.31
}

---

[3]
{
  "formula": "C31H29N6Pt",
  "method": "wB97M-V/def2-TZVPD",
  "species": ["Pt", "C", "C", "C", "C", "N", "C", "C", "C", "C", "C", "C", "C", "H", "H", "H", "H", "H", "H", "H", "H", "C", "C", "C", "N", "H", "H", "H", "H", "H", "N", "C", "C", "C", "C", "C", "N", "H", "H", "H", "H", "H", "H", "C", "C", "C", "N", "C", "C", "H", "H", "H", "H", "H", "N", "C", "C", "C", "C", "C", "C", "C", "H", "H", "H", "H", "H"],
  "coordinates": [[-0.578, 0.281, 0.194], [2.466, 3.245, 0.849], [1.875, 4.370, 0.277], [0.547, 4.319, -0.104], [-0.168, 3.142, 0.067], [0.434, 2.047, 0.577], [1.717, 2.100, 0.975], [-1.568, 2.929, -0.316], [-2.482, 3.953, -0.546], [-3.765, 3.644, -0.972], [-4.132, 2.319, -1.152], [-3.253, 1.272, -0.869], [-1.986, 1.603, -0.439], [3.494, 3.254, 1.181], [2.448, 5.276, 0.133], [0.065, 5.176, -0.552], [2.122, 1.203, 1.426], [-2.192, 4.983, -0.389], [-4.473, 4.435, -1.176], [-5.124, 2.073, -1.508], [-3.604, 0.259, -0.999], [0.473, -5.297, 0.297], [1.572, -4.227, 0.333], [1.018, -2.903, 0.587], [0.529, -1.881, 0.780], [0.919, -6.247, 0.014], [-0.293, -5.048, -0.436], [0.010, -5.416, 1.275], [2.104, -4.174, -0.620], [2.311, -4.435, 1.108], [-2.906, -1.834, 1.467], [-2.689, -1.999, 0.150], [-3.464, -2.941, -0.565], [-3.257, -3.137, -1.898], [-2.263, -2.394, -2.560], [-1.553, -1.492, -1.833], [-1.757, -1.274, -0.496], [-3.563, -2.433, 1.937], [-2.439, -1.132, 2.005], [-4.234, -3.484, -0.033], [-3.857, -3.856, -2.441], [-2.060, -2.527, -3.612], [-0.780, -0.892, -2.291], [-1.535, 0.941, 4.857], [-0.613, -0.001, 4.429], [-0.415, -0.201, 3.078], [-1.104, 0.510, 2.162], [-2.003, 1.433, 2.567], [-2.239, 1.665, 3.906], [-1.706, 1.105, 5.913], [-0.042, -0.592, 5.131], [0.282, -0.934, 2.709], [-2.534, 1.973, 1.801], [-2.972, 2.407, 4.189], [1.136, 0.066, -1.189], [2.226, 0.020, -1.556], [3.569, -0.032, -2.012], [3.839, 0.204, -3.365], [5.148, 0.126, -3.802], [6.165, -0.180, -2.904], [5.891, -0.396, -1.557], [4.590, -0.328, -1.100], [3.038, 0.439, -4.052], [5.378, 0.297, -4.844], [7.184, -0.256, -3.259], [6.695, -0.620, -0.870], [4.362, -0.504, -0.056]],
  "fmax_ev_per_a": 1.58,
  "energy_ev": -44779.96964,
  "total_charge": 3,
  "de_lowest_kcal_mol": 34.4,
  "orbital_gap_ev": 6.68
}